C54H60BF15IO44PS | ωB97M-V/def2-TZVPD

Computed properties:
- HOMO energy (Ha) = -0.3190
- maximum force (Eh/bohr) = 0.1453
- energy (Eh) = -7964.3073

CARTESIAN COORDINATES (ANGSTROEM)
C (-6.936, -1.177, -3.285)
C (-5.570, -0.421, -3.625)
O (-5.200, 0.632, -2.690)
B (-4.263, 0.033, -1.754)
O (-4.804, -1.048, -0.943)
C (-2.698, 0.545, -1.605)
C (-2.839, 2.043, -0.956)
C (-3.834, 2.093, 0.284)
C (-3.675, 1.357, 1.633)
C (-4.699, 1.530, 2.775)
C (-5.920, 2.477, 2.594)
C (-6.148, 3.235, 1.251)
C (-5.095, 3.020, 0.139)
C (-1.866, -0.325, -0.536)
C (-0.688, -1.248, -1.166)
C (0.404, -1.386, 0.054)
C (-0.273, -1.739, 1.461)
O (-0.839, -2.806, 1.764)
I (-0.172, -0.231, 3.074)
C (-1.138, -2.755, -1.483)
C (-2.106, -2.934, -2.746)
O (-1.259, -3.403, -3.848)
C (-3.201, -4.119, -2.557)
F (-3.834, -4.246, -3.842)
F (-4.168, -3.838, -1.574)
F (-2.557, -5.384, -2.355)
C (0.132, -0.526, -2.364)
P (1.773, -1.362, -2.820)
O (1.646, -2.790, -3.385)
O (-0.635, -0.301, -3.577)
S (-1.852, 0.807, -3.240)
O (-2.769, 0.842, -4.423)
O (-1.176, 2.179, -3.182)
H (-6.897, -1.755, -2.286)
H (-7.056, -2.003, -4.090)
H (-7.873, -0.532, -3.359)
H (-4.696, -1.169, -3.747)
H (-5.694, 0.058, -4.668)
H (-5.492, -0.706, -0.333)
H (-1.805, 2.445, -0.695)
H (-3.265, 2.735, -1.774)
H (-2.762, 0.686, 1.786)
H (-4.609, 1.028, 3.795)
H (-6.686, 2.667, 3.415)
H (-7.010, 3.958, 1.059)
H (-5.249, 3.606, -0.837)
H (-1.310, 0.436, 0.139)
H (-2.534, -0.920, 0.195)
H (1.059, -0.448, 0.095)
H (1.117, -2.265, -0.190)
H (-1.668, -3.261, -0.587)
H (-0.201, -3.375, -1.679)
H (-2.583, -1.966, -3.134)
H (-1.276, -2.727, -4.570)
H (0.414, 0.527, -1.959)
H (2.433, -0.467, -3.754)
H (2.598, -1.312, -1.629)
C (-9.623, 3.073, 5.489)
C (-9.926, 4.519, 5.719)
O (-8.917, 5.181, 4.982)
C (-8.605, 4.340, 3.957)
O (-7.994, 4.667, 2.981)
O (-9.081, 3.082, 4.174)
F (-9.788, 4.842, 7.026)
H (-8.877, 2.682, 6.187)
H (-10.515, 2.447, 5.542)
H (-10.910, 4.835, 5.361)
C (-4.111, -0.225, 7.797)
C (-3.563, 1.022, 8.414)
O (-3.529, 1.930, 7.331)
C (-4.537, 1.543, 6.501)
O (-4.985, 2.224, 5.625)
O (-4.979, 0.287, 6.796)
F (-2.298, 0.831, 8.856)
H (-3.337, -0.838, 7.327)
H (-4.657, -0.840, 8.514)
H (-4.179, 1.434, 9.219)
C (2.097, 3.818, -3.451)
C (3.362, 3.280, -2.872)
O (3.892, 2.497, -3.922)
C (3.448, 3.085, -5.070)
O (3.903, 2.868, -6.155)
O (2.423, 3.950, -4.829)
F (3.102, 2.473, -1.821)
H (1.255, 3.127, -3.341)
H (1.817, 4.780, -3.020)
H (4.088, 4.045, -2.581)
C (-11.708, 2.645, 10.778)
C (-11.116, 3.826, 10.076)
O (-10.966, 3.368, 8.747)
C (-11.950, 2.444, 8.568)
O (-12.305, 2.041, 7.499)
O (-12.486, 2.042, 9.754)
F (-9.892, 4.123, 10.571)
H (-10.950, 1.937, 11.124)
H (-12.331, 2.934, 11.626)
H (-11.747, 4.719, 10.087)
C (2.226, -4.958, 5.181)
C (1.035, -4.087, 5.423)
O (1.605, -2.882, 5.896)
C (2.837, -2.815, 5.315)
O (3.501, -1.822, 5.262)
O (3.217, -4.017, 4.797)
F (0.246, -4.601, 6.398)
H (2.554, -5.484, 6.082)
H (2.053, -5.690, 4.391)
H (0.436, -3.884, 4.530)
C (3.205, -3.951, -5.759)
C (3.813, -2.787, -6.472)
O (3.955, -3.258, -7.797)
C (2.956, -4.168, -7.967)
O (2.593, -4.576, -9.033)
O (2.416, -4.552, -6.778)
F (5.046, -2.505, -5.980)
H (3.953, -4.669, -5.409)
H (2.588, -3.643, -4.911)
H (3.197, -1.884, -6.467)
C (8.549, 2.068, -1.538)
C (7.305, 1.582, -0.867)
O (6.607, 2.776, -0.573)
C (6.984, 3.662, -1.538)
O (6.404, 4.685, -1.778)
O (8.095, 3.241, -2.204)
F (7.594, 0.956, 0.299)
H (9.335, 2.336, -0.827)
H (8.949, 1.343, -2.248)
H (6.680, 0.936, -1.490)
C (6.608, -4.638, -2.533)
C (5.420, -3.766, -2.286)
O (5.993, -2.555, -1.834)
C (7.215, -2.490, -2.429)
O (7.877, -1.493, -2.501)
O (7.593, -3.696, -2.941)
F (4.646, -4.271, -1.297)
H (6.949, -5.153, -1.631)
H (6.426, -5.379, -3.313)
H (4.809, -3.576, -3.173)
C (4.378, 2.523, 3.803)
C (5.354, 1.543, 3.236)
O (4.546, 0.719, 2.420)
C (3.520, 1.512, 2.007)
O (2.790, 1.245, 1.095)
O (3.429, 2.648, 2.750)
F (5.900, 0.781, 4.212)
H (3.877, 2.150, 4.700)
H (4.838, 3.484, 4.033)
H (6.147, 1.995, 2.633)
C (-0.099, -5.590, -10.003)
C (-0.912, -4.402, -10.407)
O (-2.210, -4.937, -10.565)
C (-2.276, -5.992, -9.703)
O (-3.295, -6.519, -9.363)
O (-1.040, -6.366, -9.271)
F (-0.499, -3.913, -11.602)
H (0.259, -6.167, -10.860)
H (0.755, -5.318, -9.381)
H (-0.933, -3.598, -9.666)
C (9.801, -3.184, -5.057)
C (10.404, -2.017, -5.772)
O (10.546, -2.488, -7.096)
C (9.549, -3.403, -7.265)
O (9.186, -3.813, -8.328)
O (9.012, -3.789, -6.072)
F (11.634, -1.729, -5.282)
H (10.552, -3.898, -4.707)
H (9.186, -2.880, -4.212)
H (9.783, -1.116, -5.766)
C (5.444, 7.123, 5.386)
C (4.892, 7.457, 6.736)
O (4.114, 6.322, 7.056)
C (4.708, 5.280, 6.411)
O (4.496, 4.129, 6.656)
O (5.580, 5.710, 5.455)
F (4.076, 8.536, 6.674)
H (4.758, 7.383, 4.574)
H (6.406, 7.602, 5.199)
H (5.652, 7.611, 7.507)

Force components x, y, z for each atom (eV/Å):
C 0.4 -1.1 -0.3
C -0.9 -0.6 -1.3
O 2.1 -1.5 1.2
B -2.8 -0.5 -0.4
O 1.5 2.3 -0.4
C -0.3 -0.3 1.8
C -0.6 0.6 -0.4
C -3.1 0.8 2.4
C -2.2 1.7 -0.5
C -1.0 2.2 -3.0
C 1.9 -0.1 -3.0
C 3.8 -2.6 0.3
C 0.2 -1.2 2.3
C 1.3 0.5 -0.2
C 0.2 -1.0 1.5
C 0.4 -0.4 -0.4
C -1.3 -3.0 0.4
O 2.3 4.0 -1.6
I 0.2 -0.4 -0.7
C -0.8 -0.4 0.0
C 1.1 -0.6 -0.7
O -0.9 1.2 0.2
C 0.1 -0.2 -1.8
F 0.8 0.2 3.2
F 2.3 -1.2 -2.3
F -1.9 3.2 0.2
C 0.2 1.0 1.7
P -0.2 -2.2 -1.1
O 0.4 2.8 1.2
O -1.3 0.1 1.7
S -0.1 6.1 -4.2
O 1.9 -1.9 3.3
O -0.8 -4.2 0.9
H 0.0 1.2 -1.5
H 0.2 1.3 1.2
H 1.5 -0.6 0.3
H -1.4 0.9 0.2
H 0.3 -0.5 1.7
H 0.3 -0.3 -0.7
H -1.3 -0.7 -0.3
H 0.6 -1.1 1.4
H -1.6 1.1 -0.1
H 0.1 0.7 -2.0
H 1.5 -0.6 -1.2
H 1.5 -1.4 0.5
H 0.4 -1.1 1.6
H -0.8 -1.1 -1.2
H 0.9 0.8 -1.7
H -1.1 -1.2 0.4
H -1.2 1.2 0.6
H 0.9 1.3 -1.1
H -1.3 0.8 0.0
H 0.1 -1.5 1.1
H -0.1 -0.9 1.0
H -0.2 -1.5 -0.5
H -0.6 -0.2 0.8
H -0.7 0.3 -0.7
C -0.4 -1.0 0.2
C 0.1 0.3 0.7
O -0.3 -0.5 -0.5
C 0.8 0.3 -1.2
O -0.7 -0.2 1.0
O 0.2 0.7 -0.1
F 0.0 0.4 -0.2
H 0.0 0.3 0.1
H 0.1 0.0 -0.2
H 0.0 0.1 0.2
C -0.3 -1.0 0.2
C 0.8 0.1 0.2
O -0.7 -0.3 0.0
C -0.6 0.8 -1.2
O 0.3 -0.6 1.0
O 0.2 0.6 -0.1
F 0.0 0.1 0.2
H 0.1 0.2 0.1
H -0.1 0.1 -0.2
H 0.2 0.0 0.0
C -0.9 0.6 0.2
C 0.2 -0.1 0.5
O -0.1 0.5 -0.2
C 0.2 -0.1 -1.7
O -0.4 0.1 1.0
O 0.7 -0.5 0.0
F 0.1 -0.3 0.4
H 0.1 -0.1 0.1
H 0.1 0.0 -0.2
H 0.0 -0.2 0.1
C -0.4 -0.3 0.9
C 0.7 0.3 0.1
O -0.9 -0.4 0.4
C -0.5 -0.7 -1.1
O 0.4 0.3 0.8
O 0.2 0.3 -0.6
F 0.0 0.2 0.0
H 0.1 0.2 -0.1
H -0.1 -0.1 -0.2
H 0.2 0.0 0.0
C 0.3 -0.9 -0.3
C -0.5 0.0 0.5
O 0.3 -0.3 -0.6
C 1.1 1.3 0.0
O -0.6 -0.9 0.1
O -0.3 0.5 0.2
F -0.2 0.0 0.0
H -0.2 0.1 0.1
H 0.2 0.2 0.0
H -0.1 0.0 0.1
C -0.5 -0.2 1.1
C 0.6 0.1 0.0
O -0.7 -0.1 0.1
C -0.4 -0.7 -1.0
O 0.5 0.4 0.9
O 0.3 0.3 -0.8
F 0.1 0.2 0.1
H 0.2 0.1 -0.2
H -0.1 -0.1 -0.3
H 0.2 0.1 0.0
C 0.9 -0.4 -0.5
C -0.1 -0.5 0.5
O 0.2 0.1 -0.7
C -0.4 1.5 -0.5
O 0.5 -1.1 0.3
O -0.7 0.2 0.4
F -0.1 -0.1 0.1
H -0.2 -0.1 0.1
H -0.1 0.2 -0.1
H 0.0 -0.1 0.2
C 0.3 -1.0 -0.3
C -0.7 -0.2 0.5
O 0.5 -0.1 -0.7
C 0.8 1.0 0.0
O -0.5 -0.8 0.1
O -0.4 0.7 0.4
F -0.2 0.1 0.0
H -0.2 0.2 0.1
H 0.2 0.2 -0.1
H -0.1 0.0 0.2
C 0.0 0.8 0.7
C 0.4 -0.5 0.5
O -0.3 0.7 -0.4
C -0.9 -0.1 -0.7
O 0.4 0.1 0.6
O 0.1 -0.7 -0.6
F 0.2 0.0 -0.1
H 0.2 -0.1 -0.1
H -0.2 0.0 -0.2
H 0.1 -0.2 0.1
C 1.0 -0.2 0.4
C 0.1 0.2 -0.7
O 0.2 -0.1 0.6
C -1.1 -1.0 0.5
O 0.8 0.4 -0.4
O -0.8 0.3 -0.3
F 0.0 0.2 0.0
H -0.1 0.2 -0.1
H -0.3 -0.2 -0.1
H 0.0 0.1 -0.2
C -0.3 -0.2 0.9
C 0.7 0.2 0.0
O -0.7 -0.1 0.3
C -0.5 -0.8 -1.4
O 0.4 0.3 1.0
O 0.2 0.3 -0.5
F 0.1 0.2 0.0
H 0.1 0.2 -0.1
H 0.0 -0.1 -0.3
H 0.2 0.0 0.0
C 0.6 0.4 -0.8
C -0.6 0.5 0.2
O 0.7 -0.2 -0.2
C -0.3 -1.5 0.2
O 0.2 1.0 -0.3
O -0.4 -0.2 0.5
F 0.0 0.1 0.2
H -0.1 0.1 0.2
H 0.0 -0.3 0.0
H -0.1 0.1 0.0